Entry 1:
Computed, not measured: 9 unconnected molecules or ions with the total composition C26H55Cl3F3N7O9 in a non-equilibrium geometry, with wB97M-V/def2-TZVPD.

Last column: Löwdin charge in e.
Atoms and positions in Å:
1 C 7.906 10.316 4.751  -0.059
2 C 8.419 11.625 5.303  -0.187
3 O 9.631 11.438 6.065  0.029
4 C 10.454 12.468 6.139  -0.408
5 O 10.378 13.472 5.494  0.152
6 C 11.631 12.171 7.109  -0.500
7 F 12.618 11.393 6.607  0.159
8 F 12.137 13.365 7.451  0.161
9 F 11.179 11.518 8.199  0.141
10 H 7.699 9.623 5.571  0.064
11 H 8.498 9.796 3.999  0.089
12 H 6.934 10.521 4.296  0.073
13 H 7.638 11.925 6.003  0.127
14 H 8.498 12.359 4.507  0.127
15 Cl 9.147 12.058 14.417  0.530
16 C 10.520 12.735 13.531  -1.542
17 Cl 10.878 11.836 12.065  0.552
18 Cl 11.912 12.787 14.625  0.519
19 H 10.205 13.749 13.306  -0.005
20 C 3.450 8.835 6.636  -0.045
21 N 3.825 8.032 5.486  -0.185
22 C 3.944 8.667 4.217  -0.074
23 C 4.199 6.737 5.630  -0.343
24 O 4.487 5.968 4.736  0.011
25 H 4.143 9.666 6.790  0.080
26 H 3.443 8.264 7.559  0.087
27 H 2.468 9.271 6.448  0.089
28 H 3.016 9.152 3.877  0.090
29 H 4.592 9.557 4.191  0.072
30 H 4.238 8.105 3.336  0.089
31 H 4.130 6.369 6.668  0.134
32 C 3.563 9.421 12.082  -0.077
33 N 2.926 8.743 13.191  -0.186
34 C 3.741 7.737 13.836  -0.056
35 C 1.745 9.148 13.680  -0.349
36 O 1.151 8.748 14.665  0.005
37 H 2.885 9.902 11.387  0.072
38 H 4.295 8.753 11.623  0.082
39 H 4.258 10.203 12.423  0.088
40 H 4.749 8.083 14.083  0.087
41 H 3.334 7.411 14.791  0.084
42 H 3.826 6.878 13.167  0.088
43 H 1.325 9.931 13.020  0.124
44 C 7.178 17.750 11.077  -0.072
45 N 7.007 16.663 12.001  -0.180
46 C 5.781 15.900 11.838  -0.043
47 C 7.979 16.275 12.849  -0.357
48 O 7.983 15.312 13.587  0.006
49 H 7.261 17.475 10.015  0.080
50 H 8.076 18.335 11.270  0.088
51 H 6.265 18.353 11.076  0.088
52 H 5.572 15.391 10.894  0.074
53 H 5.816 15.076 12.551  0.087
54 H 4.950 16.585 12.012  0.092
55 H 8.890 16.894 12.732  0.136
56 C 2.979 14.097 9.194  -0.067
57 N 1.949 13.581 10.063  -0.192
58 C 0.604 14.014 9.787  -0.047
59 C 2.284 12.753 11.077  -0.338
60 O 1.509 12.309 11.899  0.012
61 H 2.683 14.128 8.142  0.086
62 H 3.952 13.648 9.363  0.068
63 H 3.053 15.180 9.398  0.085
64 H 0.388 13.678 8.765  0.090
65 H -0.131 13.551 10.438  0.088
66 H 0.485 15.100 9.782  0.089
67 H 3.353 12.505 11.048  0.104
68 C 10.228 16.599 7.435  -0.041
69 N 9.444 15.794 8.383  -0.176
70 C 8.406 15.024 7.763  -0.036
71 C 9.867 15.626 9.640  -0.328
72 O 9.336 14.844 10.414  -0.007
73 H 10.636 16.014 6.611  0.082
74 H 11.105 17.049 7.900  0.086
75 H 9.582 17.393 7.064  0.088
76 H 7.761 15.610 7.114  0.101
77 H 8.787 14.139 7.247  0.070
78 H 7.839 14.526 8.556  0.077
79 H 10.726 16.277 9.853  0.140
80 C 10.552 6.310 8.706  -0.053
81 N 9.687 7.344 8.178  -0.189
82 C 10.198 8.117 7.063  -0.031
83 C 8.379 7.398 8.530  -0.326
84 O 7.527 8.078 7.988  -0.013
85 H 10.022 5.708 9.438  0.086
86 H 11.447 6.767 9.134  0.092
87 H 10.863 5.665 7.878  0.091
88 H 9.456 8.726 6.561  0.056
89 H 10.997 8.781 7.401  0.087
90 H 10.626 7.433 6.325  0.096
91 H 8.131 6.727 9.367  0.137
92 C 8.296 11.093 9.532  -0.065
93 N 6.976 11.494 9.982  -0.158
94 C 6.961 12.521 11.017  -0.016
95 C 5.903 10.831 9.548  -0.323
96 O 4.731 11.032 9.851  -0.028
97 H 8.915 10.673 10.321  0.063
98 H 8.790 12.003 9.169  0.071
99 H 8.386 10.507 8.616  0.072
100 H 7.419 13.410 10.589  0.061
101 H 5.934 12.766 11.282  0.074
102 H 7.431 12.139 11.922  0.075
103 H 6.206 10.030 8.849  0.120

Output
SMILES string: CCOC(=O)C(F)(F)F.ClC(Cl)Cl.CN(C)C=O.CN(C)C=O.CN(C)C=O.CN(C)C=O.CN(C)C=O.CN(C)C=O.CN(C)C=O
Strongest force on any atom in eV/A: 2.63
Highest occupied orbital energy in eV: -8.55
Kohn-Sham gap in eV: 8.57
Total charge: 0
Energy above the lowest of the compared OMol25 structures with the same formula, charge and spin in kcal per mole: 0.0

Entry 2:
Computed, not measured: a molecular structure, C37H42AlNP2S2Si2 in a non-equilibrium geometry, with wB97M-V/def2-TZVPD.

Last column: Löwdin charge in e.
Atoms and positions in Å:
1 Al -0.847 0.103 -0.216  -0.346
2 S -0.243 -0.175 2.104  0.547
3 P 1.393 -0.672 1.015  0.514
4 C 1.248 -0.247 -0.685  -0.448
5 P 1.391 1.496 -0.828  0.494
6 S -0.411 2.422 -0.610  0.507
7 C 1.874 1.836 -2.541  -0.352
8 C 2.324 3.099 -2.899  -0.090
9 C 2.613 3.375 -4.223  -0.079
10 C 2.439 2.394 -5.188  -0.087
11 C 1.973 1.139 -4.831  -0.079
12 C 1.692 0.857 -3.507  -0.089
13 C 2.629 2.355 0.178  -0.356
14 C 2.246 3.080 1.298  -0.099
15 C 3.213 3.648 2.105  -0.077
16 C 4.554 3.488 1.797  -0.080
17 C 4.933 2.764 0.678  -0.080
18 C 3.973 2.192 -0.134  -0.093
19 C 1.514 -2.490 0.990  -0.343
20 C 0.865 -3.263 1.942  -0.095
21 C 0.937 -4.642 1.876  -0.081
22 C 1.681 -5.252 0.879  -0.088
23 C 2.334 -4.482 -0.070  -0.082
24 C 2.240 -3.103 -0.025  -0.116
25 C 2.864 -0.191 1.985  -0.325
26 C 2.749 0.444 3.215  -0.104
27 C 3.891 0.760 3.929  -0.082
28 C 5.142 0.446 3.422  -0.087
29 C 5.253 -0.197 2.198  -0.086
30 C 4.117 -0.515 1.478  -0.090
31 H 2.435 3.852 -2.130  0.111
32 H 2.965 4.356 -4.504  0.103
33 H 2.659 2.610 -6.223  0.100
34 H 1.822 0.380 -5.586  0.102
35 H 1.331 -0.118 -3.204  0.088
36 H 1.192 3.193 1.513  0.081
37 H 2.920 4.213 2.977  0.108
38 H 5.310 3.926 2.432  0.106
39 H 5.979 2.640 0.441  0.108
40 H 4.253 1.622 -1.011  0.119
41 H 0.282 -2.779 2.713  0.077
42 H 0.418 -5.244 2.607  0.104
43 H 1.746 -6.328 0.836  0.101
44 H 2.913 -4.958 -0.847  0.103
45 H 2.696 -2.489 -0.789  0.095
46 H 1.769 0.684 3.605  0.067
47 H 3.804 1.256 4.885  0.106
48 H 6.032 0.693 3.984  0.104
49 H 6.229 -0.443 1.806  0.106
50 H 4.188 -1.008 0.518  0.106
51 C -3.814 2.335 -1.833  -0.165
52 Si -3.547 0.452 -1.778  0.532
53 C -2.216 -0.056 -3.055  -0.153
54 C -5.158 -0.478 -2.240  -0.157
55 C -2.915 -0.112 -0.057  -0.382
56 C -2.625 -1.528 -0.189  -0.405
57 C -3.432 -2.629 0.125  -0.022
58 C -2.981 -3.898 -0.148  -0.034
59 C -1.733 -4.075 -0.753  -0.045
60 C -0.969 -2.962 -1.004  -0.084
61 N -1.394 -1.740 -0.699  0.061
62 Si -4.017 0.374 1.433  0.530
63 C -5.907 0.096 1.257  -0.178
64 C -3.790 2.241 1.755  -0.162
65 C -3.504 -0.633 2.979  -0.186
66 H -3.966 2.673 -2.853  0.030
67 H -2.951 2.858 -1.437  -0.024
68 H -4.677 2.638 -1.253  0.018
69 H -2.292 0.495 -3.984  0.039
70 H -2.263 -1.115 -3.286  0.036
71 H -1.226 0.144 -2.635  -0.012
72 H -5.330 -0.486 -3.311  0.025
73 H -6.026 -0.024 -1.777  0.012
74 H -5.119 -1.511 -1.909  0.019
75 H -4.398 -2.458 0.571  0.104
76 H -3.590 -4.760 0.089  0.112
77 H -1.367 -5.057 -1.005  0.105
78 H 0.014 -3.022 -1.446  0.119
79 H -6.337 0.719 0.481  0.013
80 H -6.390 0.365 2.193  0.026
81 H -6.180 -0.932 1.043  0.017
82 H -4.508 2.831 1.196  0.018
83 H -2.797 2.571 1.466  0.009
84 H -3.928 2.472 2.805  0.027
85 H -3.208 -1.649 2.734  0.017
86 H -4.325 -0.685 3.687  0.026
87 H -2.659 -0.175 3.483  -0.014

Output
Strongest force on any atom in eV/A: 2.42
Highest occupied orbital energy in eV: -7.70
Kohn-Sham gap in eV: 8.19
Total charge: 0
Energy above the lowest of the compared OMol25 structures with the same formula, charge and spin in kcal per mole: 14.7

Entry 3:
Computed, not measured: 7 unconnected molecules or ions with the total composition C28H77N7O7 in a non-equilibrium geometry, with wB97M-V/def2-TZVPD.

Last column: Löwdin charge in e.
Atoms and positions in Å:
1 C 1.420 -3.595 -3.358  -0.097
2 O 2.150 -2.938 -2.374  -0.231
3 C 3.465 -3.409 -2.229  -0.215
4 C 4.174 -2.810 -1.038  -0.440
5 C 5.637 -3.268 -0.919  -0.058
6 N 3.491 -3.125 0.188  0.060
7 H 1.065 -4.547 -2.965  0.084
8 H 2.007 -3.736 -4.266  0.090
9 H 0.667 -2.891 -3.714  0.091
10 H 3.586 -4.487 -2.120  0.130
11 H 3.985 -3.105 -3.138  0.128
12 H 4.119 -1.737 -1.224  0.139
13 H 6.140 -2.643 -0.180  0.077
14 H 6.177 -3.209 -1.864  0.070
15 H 5.785 -4.315 -0.656  0.076
16 H 2.654 -2.631 0.462  0.041
17 H 3.242 -4.103 0.182  0.060
18 C -0.400 5.681 0.133  -0.101
19 O -1.622 6.406 -0.012  -0.198
20 C -2.869 5.689 0.384  -0.183
21 C -4.184 6.356 0.041  -0.404
22 C -4.463 7.723 0.768  -0.047
23 N -5.289 5.430 0.425  0.043
24 H -0.310 5.100 -0.785  0.085
25 H -0.429 4.997 0.981  0.066
26 H 0.428 6.377 0.262  0.087
27 H -2.843 4.696 -0.064  0.116
28 H -2.911 5.496 1.456  0.102
29 H -4.111 6.475 -1.040  0.135
30 H -5.516 7.896 0.988  0.065
31 H -4.056 8.588 0.243  0.069
32 H -3.998 7.684 1.753  0.063
33 H -5.225 4.688 -0.257  0.063
34 H -5.069 5.047 1.333  0.045
35 C -0.818 2.047 2.027  -0.074
36 O 0.153 1.458 1.100  -0.189
37 C -0.025 0.071 0.854  -0.199
38 C 0.922 -0.477 -0.216  -0.420
39 C 0.634 0.044 -1.588  -0.058
40 N 0.592 -1.885 -0.291  0.040
41 H -1.707 2.321 1.460  0.063
42 H -0.426 2.933 2.528  0.073
43 H -1.089 1.423 2.878  0.085
44 H 0.022 -0.442 1.815  0.126
45 H -1.023 -0.096 0.449  0.114
46 H 1.956 -0.325 0.093  0.137
47 H 0.721 1.130 -1.611  0.071
48 H -0.346 -0.298 -1.921  0.081
49 H 1.333 -0.304 -2.349  0.075
50 H 1.112 -2.254 -1.074  0.023
51 H -0.378 -1.973 -0.558  0.058
52 C 1.913 -9.477 2.039  -0.099
53 O 2.130 -8.363 1.216  -0.178
54 C 1.174 -7.436 1.374  -0.253
55 C 0.974 -6.782 -0.026  -0.452
56 C 0.307 -5.431 0.123  -0.066
57 N 0.215 -7.553 -0.956  0.048
58 H 0.860 -9.758 2.031  0.085
59 H 2.204 -9.174 3.044  0.092
60 H 2.454 -10.374 1.736  0.090
61 H 0.194 -7.782 1.703  0.129
62 H 1.637 -6.764 2.096  0.137
63 H 1.990 -6.639 -0.395  0.126
64 H 1.023 -4.678 0.451  0.054
65 H -0.540 -5.462 0.809  0.085
66 H 0.012 -5.087 -0.869  0.051
67 H 0.593 -7.408 -1.882  0.074
68 H 0.392 -8.528 -0.760  0.071
69 C -3.968 -1.756 0.591  -0.066
70 O -3.195 -2.010 -0.626  -0.192
71 C -3.570 -3.255 -1.215  -0.208
72 C -2.724 -3.498 -2.457  -0.451
73 C -2.846 -2.411 -3.510  -0.068
74 N -3.118 -4.726 -3.148  0.041
75 H -5.007 -1.939 0.314  0.079
76 H -3.844 -0.700 0.830  0.067
77 H -3.827 -2.370 1.481  0.088
78 H -3.446 -4.129 -0.574  0.123
79 H -4.636 -3.267 -1.442  0.126
80 H -1.688 -3.581 -2.128  0.110
81 H -2.220 -2.381 -4.402  0.071
82 H -2.616 -1.451 -3.046  0.064
83 H -3.862 -2.376 -3.901  0.083
84 H -3.110 -5.427 -2.421  0.064
85 H -2.396 -4.950 -3.818  0.071
86 C 3.515 2.687 -0.793  -0.113
87 O 4.375 3.682 -1.314  -0.177
88 C 5.477 3.125 -1.970  -0.240
89 C 6.623 4.155 -2.054  -0.406
90 C 6.308 5.300 -3.020  -0.055
91 N 7.873 3.444 -2.485  0.025
92 H 2.637 3.200 -0.402  0.083
93 H 3.851 2.077 0.046  0.090
94 H 3.095 2.063 -1.581  0.076
95 H 5.849 2.259 -1.422  0.113
96 H 5.130 2.784 -2.946  0.127
97 H 6.777 4.473 -1.023  0.137
98 H 7.066 6.068 -2.872  0.078
99 H 5.312 5.663 -2.765  0.074
100 H 6.238 4.892 -4.029  0.077
101 H 7.964 2.625 -1.900  0.052
102 H 7.842 3.077 -3.426  0.059
103 C -4.254 2.013 2.211  -0.127
104 O -3.828 3.243 2.807  -0.206
105 C -4.424 3.429 4.097  -0.199
106 C -3.898 4.709 4.716  -0.499
107 C -2.385 4.654 4.944  -0.038
108 N -4.585 4.905 5.936  0.045
109 H -3.749 1.200 2.733  0.077
110 H -3.910 1.929 1.180  0.077
111 H -5.295 1.693 2.244  0.090
112 H -5.508 3.524 4.032  0.126
113 H -4.190 2.615 4.784  0.131
114 H -4.124 5.489 3.989  0.129
115 H -1.815 4.505 4.027  0.064
116 H -2.228 3.828 5.637  0.084
117 H -2.023 5.541 5.466  0.076
118 H -5.513 5.150 5.621  0.080
119 H -4.192 5.771 6.277  0.079

Output
SMILES string: COC[C@H](C)N.COC[C@H](C)N.COC[C@H](C)N.COC[C@H](C)N.COC[C@H](C)N.COC[C@H](C)N.COC[C@H](C)N
Strongest force on any atom in eV/A: 3.97
Highest occupied orbital energy in eV: -8.80
Kohn-Sham gap in eV: 9.33
Total charge: 0
Energy above the lowest of the compared OMol25 structures with the same formula, charge and spin in kcal per mole: 67.9

> Among the records above, which one has the lowest Kohn-Sham gap?

C37H42AlNP2S2Si2